Molecular formula: C38H107N13O11
Method: DFT, the ωB97M-V functional and the def2-TZVPD basis

Properties
**Total charge**: 0
**Orbital gap**: 9.237 eV
**SMILES**: COC[C@H](C)N.COC[C@H](C)N.COC[C@H](C)N.COC[C@H](C)N.COC[C@H](C)N.COC[C@H](C)N.COC[C@H](C)N.COC[C@H](C)N.COC[C@H](C)N.NC(N)=O.NC(N)=O
**Strongest force on any atom**: 2.49 eV/Å
**HOMO energy**: -8.7580 eV
**2S+1**: 1

Each line ends with the Mulliken charge.
Cartesian coordinates (Å):
C  -3.4382  2.4058  1.9502  -1.31
C  -4.7871  3.0133  1.6008  0.23
C  -5.2628  4.1198  2.5227  -0.87
O  -6.6701  4.2196  2.4251  -0.32
C  -7.1923  5.2716  3.1952  -0.75
N  -4.7709  3.3638  0.1487  -0.56
H  -3.3665  2.0556  2.9785  0.61
H  -2.6177  3.1097  1.7738  0.32
H  -3.3222  1.5934  1.2319  0.15
H  -5.5632  2.2364  1.5748  0.44
H  -4.6992  5.0254  2.2548  0.27
H  -5.0875  3.8060  3.5626  0.45
H  -6.7606  5.3000  4.2039  0.31
H  -8.2709  5.1542  3.3058  0.25
H  -7.0445  6.2413  2.6999  0.29
H  -5.6876  3.7738  -0.0152  0.27
H  -4.0438  4.0516  -0.0223  0.18
C  -2.6913  4.4536  -2.3217  -0.69
C  -3.1571  4.0082  -3.7172  0.39
C  -2.7933  5.0261  -4.7816  -0.76
O  -3.3987  4.6934  -5.9903  -0.30
C  -2.9325  5.5174  -7.0404  -0.75
N  -2.7114  2.6595  -4.0963  -0.39
H  -2.4988  3.6240  -1.6480  -0.21
H  -3.5518  4.9642  -1.8861  0.27
H  -1.8514  5.1340  -2.4719  0.48
H  -4.2491  3.9243  -3.7264  0.14
H  -1.6919  5.1233  -4.7947  0.27
H  -3.0914  6.0330  -4.4288  0.39
H  -3.3296  5.1223  -7.9743  0.26
H  -1.8415  5.5680  -7.0840  0.33
H  -3.3186  6.5410  -6.9419  0.29
H  -2.9427  2.5396  -5.0787  0.25
H  -1.7247  2.4397  -4.0108  0.13
C  -0.2423  0.2920  2.4681  -1.58
C  0.8493  0.1160  1.4296  1.60
C  0.4429  0.6233  0.0588  -1.63
O  -0.5230  -0.2119  -0.4778  1.51
C  -1.3583  0.4026  -1.4130  -0.60
N  2.0943  0.7241  1.9320  0.47
H  -0.2989  1.3476  2.7515  0.38
H  -0.0136  -0.2577  3.3864  0.36
H  -1.2047  -0.0695  2.1040  0.06
H  1.0615  -0.9567  1.3054  -0.52
H  1.3362  0.7241  -0.5783  0.13
H  0.0677  1.6453  0.2385  0.08
H  -2.2519  -0.2136  -1.5053  -0.04
H  -0.8905  0.5593  -2.3866  0.14
H  -1.8230  1.3297  -1.0460  -0.19
H  2.8751  0.4078  1.3616  -0.62
H  2.2805  0.2729  2.8215  0.17
C  2.8062  -1.5871  -3.8716  -1.14
C  3.8773  -2.3700  -3.1173  0.11
C  4.5497  -1.5888  -2.0182  0.76
O  5.1731  -0.4217  -2.5006  -0.43
C  5.7477  0.3290  -1.4560  -0.18
N  3.3820  -3.5947  -2.4887  -0.69
H  3.2304  -0.5781  -4.0044  0.41
H  1.8543  -1.5583  -3.3499  0.00
H  2.6992  -1.8859  -4.9175  0.34
H  4.6627  -2.6575  -3.8214  0.46
H  5.3515  -2.2392  -1.6199  0.48
H  3.9068  -1.3968  -1.1395  -0.96
H  5.0107  0.4348  -0.6409  -0.25
H  5.8704  1.3363  -1.8319  0.36
H  6.6139  -0.2048  -1.0563  0.27
H  2.9897  -4.2206  -3.1837  0.35
H  2.5792  -3.4104  -1.8723  0.07
C  1.7498  -1.9710  6.4420  -1.51
C  3.2283  -1.6629  6.2717  0.42
C  3.9530  -2.8197  5.5945  0.00
O  3.9009  -4.0240  6.2872  -0.39
C  4.9926  -4.8599  6.0641  -0.71
N  3.4213  -0.3970  5.5669  -0.67
H  1.6526  -2.8171  7.1310  0.41
H  1.2256  -2.2840  5.5337  0.18
H  1.1841  -1.1483  6.8843  0.41
H  3.6927  -1.5090  7.2512  0.34
H  5.0150  -2.4914  5.6271  0.26
H  3.7750  -2.9192  4.5143  -0.05
H  5.0806  -5.1752  5.0135  0.26
H  4.8312  -5.7341  6.6915  0.28
H  5.9552  -4.3967  6.3268  0.31
H  4.4013  -0.1626  5.4467  0.32
H  2.9986  -0.4384  4.6459  -0.02
C  -0.8432  -2.9999  -5.7719  -0.94
C  -1.9866  -2.0293  -5.8401  0.40
C  -2.3583  -1.4812  -4.4530  -0.67
O  -2.5616  -2.4552  -3.4429  0.45
C  -3.8236  -3.0507  -3.5137  -0.93
N  -1.7598  -0.9403  -6.7820  -0.74
H  -0.7216  -3.4691  -6.7512  0.40
H  -1.0823  -3.7818  -5.0527  0.12
H  0.1127  -2.5418  -5.5108  0.05
H  -2.8911  -2.5619  -6.1518  0.23
H  -3.3369  -0.9758  -4.4984  0.44
H  -1.6153  -0.7420  -4.1433  0.02
H  -4.5592  -2.3875  -3.0388  0.24
H  -3.8236  -3.9982  -2.9797  0.16
H  -4.1618  -3.2422  -4.5376  0.31
H  -0.9299  -0.3985  -6.5405  0.28
H  -2.4931  -0.2396  -6.6617  0.31
C  0.1032  -3.5248  1.3598  -1.38
C  0.4216  -4.0247  -0.0313  0.75
C  -0.7426  -4.7973  -0.6057  -0.42
O  -0.4531  -5.0845  -1.9544  -0.27
C  -1.3594  -5.9657  -2.5056  -0.81
N  0.7277  -2.8408  -0.9257  1.69
H  0.9844  -3.1357  1.8690  0.07
H  -0.2354  -4.3544  1.9990  0.64
H  -0.7337  -2.8245  1.3336  -0.04
H  1.3158  -4.6462  -0.1116  0.31
H  -1.6916  -4.2406  -0.5356  -0.49
H  -0.8965  -5.7322  -0.0435  0.70
H  -1.3806  -6.9301  -1.9896  0.40
H  -1.1172  -6.1134  -3.5588  0.24
H  -2.3765  -5.5428  -2.5310  0.17
H  0.2453  -2.0190  -0.5243  -1.20
H  0.0942  -3.0245  -1.7103  0.01
C  -3.3902  -1.8016  0.0966  -0.39
C  -3.9373  -2.8007  1.0767  0.70
C  -5.0431  -2.1658  1.9076  -1.05
O  -4.4731  -1.1912  2.7135  -0.11
C  -5.3539  -0.6934  3.7160  -0.91
N  -4.4397  -3.9918  0.3486  -0.69
H  -4.2229  -1.4215  -0.5110  0.51
H  -2.7182  -2.3148  -0.5932  -0.14
H  -2.9870  -0.8951  0.5417  -0.35
H  -3.1934  -3.0915  1.8325  -0.04
H  -5.5558  -2.9873  2.4417  0.48
H  -5.8032  -1.7319  1.2354  0.35
H  -4.8133  -0.0688  4.4263  0.25
H  -5.7997  -1.5351  4.2528  0.37
H  -6.0853  -0.0231  3.2427  0.32
H  -3.6567  -4.6362  0.2451  0.28
H  -5.0283  -4.5073  1.0078  0.36
C  2.1400  6.1551  0.9840  -1.49
C  1.7955  4.6584  1.1473  0.76
C  2.1296  3.9153  -0.1190  -0.33
O  1.2189  4.2582  -1.1490  -0.17
C  1.7299  4.0242  -2.4204  -0.76
N  2.6052  4.1134  2.2671  -0.74
H  2.7556  6.3619  0.1016  0.30
H  2.6831  6.5466  1.8430  0.43
H  1.2316  6.7403  0.8396  0.33
H  0.7277  4.6390  1.3639  0.14
H  2.1082  2.8207  -0.0492  -0.21
H  3.1549  4.1863  -0.4224  0.57
H  1.0474  4.3293  -3.2108  0.13
H  1.9236  2.9506  -2.5801  0.27
H  2.6770  4.5695  -2.5367  0.35
H  2.5573  3.0860  2.2373  0.17
H  3.5760  4.2927  1.9930  0.27
C  6.2044  1.1358  3.5998  0.55
O  6.5403  0.0988  4.1639  -0.64
N  6.5732  2.4189  3.9717  -0.45
N  5.2078  1.1247  2.6308  0.08
H  6.9702  2.6134  4.8701  0.24
H  6.0675  3.1694  3.5402  0.13
H  4.8243  0.2191  2.3931  -0.32
H  5.0565  1.9199  2.0410  0.19
C  4.7720  -2.3800  1.7505  0.61
O  3.8497  -1.6779  2.1945  -0.10
N  4.6723  -3.0735  0.5684  -0.19
N  5.9915  -2.3906  2.3876  -0.32
H  5.3862  -3.7156  0.2852  0.23
H  4.0411  -2.7258  -0.1325  -0.32
H  6.1093  -1.7970  3.1988  0.11
H  6.7001  -3.0581  2.1527  0.17